Molecular formula: C35H65NO24
Method: DFT, the ωB97M-V functional and the def2-TZVPD basis

```
125
Properties=species:S:1:pos:R:3
C 3.4587 0.7594 1.5339
C 3.6157 0.9665 0.0081
O 3.6826 -0.3672 -0.5043
C 3.5756 -1.2872 0.4867
O 3.3453 -2.4717 0.2487
O 3.4853 -0.7059 1.6545
H 2.5287 1.1248 1.9742
H 4.2880 1.1646 2.1233
H 4.5377 1.4876 -0.1780
H 2.7263 1.4685 -0.3708
C -0.6821 2.2983 0.5766
C -1.9010 1.4375 0.3205
O -1.3709 0.0611 0.3172
C -0.1166 0.0492 0.8119
O 0.5099 -0.9761 1.0285
O 0.3472 1.3069 0.9897
H -0.8749 2.9897 1.3843
H -0.1699 2.9046 -0.1923
H -2.3659 1.5863 -0.6420
H -2.6349 1.5273 1.0732
C -3.8284 -2.0750 0.8304
C -4.3883 -0.7137 1.2916
O -3.5876 -0.5077 2.4072
C -3.0907 -1.6717 2.8941
O -2.4085 -1.8079 3.8913
O -3.2919 -2.6360 2.0084
H -3.0087 -1.9082 0.1322
H -4.6404 -2.6892 0.4809
H -5.4574 -0.6898 1.5495
H -4.1784 0.0939 0.6052
C -3.4561 1.3704 -3.4147
C -4.3801 0.2195 -3.7097
O -4.9785 0.0059 -2.4446
C -4.9580 1.1943 -1.7836
O -5.5071 1.3864 -0.6976
O -4.1740 2.0751 -2.4490
H -3.4039 2.0043 -4.2799
H -2.4678 1.1068 -3.0074
H -3.9862 -0.7432 -4.0254
H -5.1752 0.5054 -4.4123
C 0.6699 0.2163 4.4558
C -0.6334 1.0092 4.6669
O -0.4237 2.1527 3.9387
C 0.9425 2.3883 3.8579
O 1.4286 3.3573 3.3804
O 1.6551 1.2915 4.3536
H 0.7148 -0.2798 3.4906
H 0.9768 -0.4398 5.2537
H -0.8304 1.3066 5.7245
H -1.5664 0.5623 4.2464
C 2.0744 -3.6550 3.1384
C 2.3437 -2.7418 4.2839
N 2.7635 -2.0782 5.1035
H 1.3099 -4.4181 3.3644
H 3.0078 -4.1784 2.8767
H 1.6444 -3.0390 2.3441
C -1.0283 -4.9357 1.8854
O 0.2457 -5.3102 1.3641
C 0.6388 -4.6209 0.1767
C 1.9735 -5.1523 -0.4499
O 1.8274 -6.4234 -1.1132
C 2.9638 -6.7452 -1.8724
C 2.7931 -8.0954 -2.5275
O 2.7125 -9.0321 -1.4347
C 2.1683 -10.2907 -1.7760
H -1.0110 -3.9034 2.2674
H -1.2030 -5.5264 2.7840
H -1.8679 -4.9564 1.2243
H 0.8292 -3.5265 0.3915
H -0.1224 -4.6874 -0.6495
H 2.7436 -5.2311 0.3173
H 2.2749 -4.4018 -1.1954
H 3.9041 -6.8260 -1.2673
H 3.1978 -5.9093 -2.5483
H 3.6713 -8.2669 -3.1471
H 1.9030 -8.1771 -3.1604
H 1.0824 -10.1611 -2.0630
H 2.2680 -10.9995 -0.9510
H 2.6328 -10.6527 -2.7196
C -1.3594 4.6037 -3.9802
O -1.0186 3.2532 -3.8583
C 0.3197 2.8824 -3.4177
C 0.4543 1.3921 -3.4685
O -0.0674 0.7226 -2.3423
C -0.3611 -0.6745 -2.5716
C 0.8346 -1.5708 -2.3770
O 1.8124 -1.3114 -3.3698
C 2.7574 -2.3364 -3.4208
H -0.6876 5.2394 -3.3439
H -2.4040 4.6825 -3.5880
H -1.3249 4.9624 -5.0184
H 0.5607 3.2550 -2.4157
H 1.1232 3.2056 -4.0839
H 1.5706 1.1801 -3.4937
H -0.0618 1.0531 -4.3779
H -0.7762 -0.7829 -3.5593
H -1.0844 -0.8806 -1.8095
H 0.4448 -2.5926 -2.5586
H 1.2632 -1.4390 -1.3878
H 3.5305 -1.9992 -4.0838
H 2.3265 -3.2511 -3.7743
H 3.2294 -2.4139 -2.4499
C -4.1726 4.5592 0.6239
O -2.8365 4.5348 1.2121
C -2.4576 5.8700 1.5504
C -0.9980 5.8036 1.7088
O -0.4266 5.6133 0.4023
C 1.0299 5.5963 0.4160
C 1.7020 6.9372 0.5192
O 3.0639 6.9073 0.9220
C 3.1585 6.6456 2.2732
H -4.8939 4.8266 1.4091
H -4.4257 3.5428 0.2812
H -4.1579 5.2747 -0.1880
H -2.9125 6.1190 2.5193
H -2.7494 6.5759 0.7309
H -0.7487 4.9857 2.4359
H -0.6737 6.7501 2.1570
H 1.3597 5.1020 -0.5483
H 1.4157 4.9586 1.2362
H 1.1147 7.5855 1.1807
H 1.7267 7.3174 -0.5069
H 4.1925 6.5996 2.5687
H 2.5695 5.7486 2.5394
H 2.7449 7.5005 2.7824
```

Values from the calculation:
**Frontier orbital gap**: 9.48 eV
**Structure (SMILES)**: COCCOCCOC.COCCOCCOC.COCCOCCOC.O=C1OCCO1.O=C1OCCO1.O=C1OCCO1.O=C1OCCO1.O=C1OCCO1.CC#N
**LUMO level**: 0.3 eV

Mulliken population analysis, charges in e, atoms 1 to 4: 0.341, 0.087, -0.353, 0.499

***

Molecular formula: C35H66Cl36F5IInO2
Method: DFT, the ωB97M-V functional and the def2-TZVPD basis

```
146
Properties=species:S:1:pos:R:3
C -4.9345 -2.3788 -5.5635
C -4.2315 -2.5216 -4.1088
C -5.1854 -3.2983 -3.0548
F -6.5812 -3.0499 -3.3880
In -4.6800 -2.7671 -0.8947
C -2.6440 -1.7207 -0.9952
C -1.5463 -2.5890 -1.7925
C -0.6187 -1.5795 -2.6218
C 0.9205 -1.5543 -2.1772
C 1.2456 -0.5129 -0.9912
C 0.3066 -0.7483 0.2766
C 1.0301 -0.4556 1.6987
C 0.5745 0.9318 2.3524
C 0.6787 2.1842 1.3635
O 1.9509 2.2865 0.6783
C 1.8143 3.1234 -0.4907
C -6.0952 -1.2209 -0.0046
C -7.5943 -1.3766 -0.5007
O -8.2836 -0.4138 -0.8571
I -8.5113 -3.3533 -0.5220
C -4.5617 -4.6136 0.4225
F -4.5283 -5.7458 -0.4622
F -5.7528 -4.7878 1.2488
C -3.3206 -4.5746 1.4352
F -2.2075 -5.1377 0.7773
F -3.1043 -3.2697 1.9073
H -5.5712 -1.4483 -5.6201
H -5.4991 -3.3458 -5.7438
H -4.0683 -2.2938 -6.3144
H -3.8994 -1.5247 -3.6869
H -3.3159 -3.1861 -4.2955
H -4.9063 -4.4040 -3.1683
H -2.3694 -1.5250 0.0870
H -2.8624 -0.7512 -1.5672
H -0.9196 -3.2121 -1.0618
H -2.0354 -3.3486 -2.4892
H -0.6288 -1.9481 -3.7073
H -0.9774 -0.4975 -2.6065
H 1.5060 -1.1617 -3.0856
H 1.3427 -2.5947 -1.9780
H 2.3129 -0.7373 -0.6608
H 1.2363 0.5521 -1.3874
H -0.6253 -0.1077 0.1331
H 0.0603 -1.8644 0.2996
H 2.1662 -0.5561 1.6137
H 0.7032 -1.2915 2.4137
H -0.5157 0.8087 2.6442
H 1.2733 1.1275 3.2454
H -0.2247 2.1350 0.6727
H 0.5721 3.1277 1.9929
H 2.4158 4.0774 -0.3119
H 0.7504 3.4469 -0.7042
H 2.2189 2.5819 -1.4035
H -5.6923 -0.1645 -0.1947
H -6.1470 -1.3071 1.1410
H -3.5708 -5.2393 2.3253
C -6.1732 -5.6365 4.1643
Cl -6.4599 -4.4904 5.4818
Cl -4.8708 -6.7595 4.5618
H -7.0846 -6.2028 3.9849
H -5.8987 -5.0820 3.2675
C 0.6624 -0.0310 6.2569
Cl 2.1164 -0.3498 5.3033
Cl -0.7457 -0.8501 5.5694
H 0.8202 -0.3898 7.2708
H 0.4757 1.0410 6.2698
C 0.5297 -3.5642 7.4292
Cl 0.2424 -2.4132 8.7414
Cl 1.8193 -4.7000 7.8460
H -0.3855 -4.1217 7.2420
H 0.8174 -3.0161 6.5344
C -8.2949 -5.3528 -5.0055
Cl -7.3831 -4.7156 -6.3777
Cl -8.3311 -7.1225 -5.0254
H -7.8221 -5.0178 -4.0831
H -9.3150 -4.9784 -5.0550
C 5.6302 -0.3054 -0.6669
Cl 4.2879 0.6387 -0.0161
Cl 5.3079 -2.0418 -0.5503
H 5.7725 -0.0427 -1.7124
H 6.5302 -0.0756 -0.1029
C 7.3730 3.6241 -1.1743
Cl 7.8628 1.9581 -1.5040
Cl 5.6372 3.7411 -0.8517
H 7.9175 3.9855 -0.3055
H 7.6110 4.2362 -2.0389
C -4.5234 -1.0271 -9.1419
Cl -4.7938 0.1129 -7.8224
Cl -3.2161 -2.1492 -8.7549
H -5.4353 -1.5955 -9.3135
H -4.2606 -0.4707 -10.0392
C -9.6242 -4.0356 7.7042
Cl -9.5309 -4.4761 9.4143
Cl -10.6413 -2.6098 7.4658
H -8.6216 -3.8199 7.3396
H -10.0475 -4.8688 7.1474
C -4.1775 -7.2865 -5.9948
Cl -4.7601 -5.8249 -5.1933
Cl -2.6859 -6.9754 -6.8937
H -3.9838 -8.0484 -5.2426
H -4.9404 -7.6371 -6.6876
C 6.4715 7.5668 -1.2108
Cl 7.9469 6.5975 -1.1103
Cl 5.7153 7.4172 -2.8011
H 5.7706 7.2230 -0.4527
H 6.7227 8.6110 -1.0355
C 7.0392 10.6919 -4.5295
Cl 5.7437 11.8827 -4.3564
Cl 8.6179 11.4218 -4.2787
H 6.8935 9.9030 -3.7969
H 7.0056 10.2791 -5.5278
C 7.2922 7.0797 -6.6484
Cl 5.8656 8.1056 -6.4725
Cl 8.8160 7.9427 -6.3250
H 7.2071 6.2496 -5.9495
H 7.3204 6.7027 -7.6685
C 0.6629 5.2515 4.8000
Cl 1.6168 5.8603 3.4421
Cl 0.6295 3.4846 4.8176
H 1.1047 5.6057 5.7290
H -0.3559 5.6227 4.7105
C 2.8156 -6.4633 10.7955
Cl 4.4982 -6.1184 11.2152
Cl 2.4990 -8.2040 10.7993
H 2.1639 -5.9828 11.5270
H 2.6107 -6.0688 9.8024
C 10.6892 10.2897 -8.5900
Cl 9.7941 10.6355 -7.1072
Cl 10.2326 11.3980 -9.8901
H 11.7538 10.3967 -8.3925
H 10.4723 9.2697 -8.9031
C -7.9581 1.8582 1.7571
Cl -9.3518 2.9284 1.9614
Cl -6.4424 2.7160 2.0657
H -8.0437 1.0298 2.4570
H -7.9491 1.4789 0.7363
C 1.9281 -5.2772 14.4684
Cl 1.8549 -4.3351 12.9739
Cl 1.3662 -4.3310 15.8511
H 1.2965 -6.1569 14.3622
H 2.9582 -5.5810 14.6432
C 12.2021 7.1484 -4.6029
Cl 10.7073 6.2332 -4.3781
Cl 12.4358 7.5909 -6.2994
H 12.1531 8.0562 -4.0050
H 13.0420 6.5377 -4.2791
```

Values from the calculation:
**Energy relative to the best compared isomer or geometry (same formula, charge and spin)**: 3.204 eV
**Frontier orbital gap**: 6.28 eV
**LUMO level**: 1.1 eV
**Net charge**: -1

Mulliken population analysis, charges in e, atoms 1 to 4: 0.163, -0.238, 0.101, -0.328

***

Molecular formula: C35H67BBr2N6O2Si2SnTe
Method: DFT, the ωB97M-V functional and the def2-TZVPD basis

```
117
Properties=species:S:1:pos:R:3
Sn 0.3355 0.2665 -0.8376
C 4.6988 1.7984 -4.0477
C 3.4661 2.0392 -3.2422
C 2.9492 3.2461 -2.8095
C 1.7703 2.9406 -2.1220
N 1.6117 1.6124 -2.1248
N 2.6381 1.0631 -2.8330
B 2.7415 -0.4426 -3.1581
N 2.9258 -1.2864 -1.8646
N 1.8995 -1.4266 -0.9852
C 2.2455 -2.3744 -0.1032
C 3.5281 -2.8322 -0.4183
C 3.9246 -2.1165 -1.5347
C 5.2174 -2.1811 -2.2779
C 1.3618 -2.8529 1.0323
C -0.0947 -2.9914 0.5761
C 1.8451 -4.2374 1.4806
C 1.4614 -1.8964 2.2279
N 1.4876 -0.9521 -3.8758
N 0.2428 -0.4852 -3.5918
C -0.6022 -1.1729 -4.3541
C 0.0991 -2.1284 -5.1099
C 1.4220 -1.9629 -4.7678
C 2.6250 -2.7116 -5.2334
C -2.0848 -0.8851 -4.4163
C -2.4693 0.2898 -3.5216
C -2.4410 -0.5332 -5.8677
C -2.8683 -2.1371 -3.9904
C 0.7114 3.9186 -1.6409
C -0.5446 3.6958 -2.4940
C 0.3450 3.7785 -0.1614
C 1.2220 5.3455 -1.8634
H 5.1904 2.7499 -4.2414
H 5.4010 1.1508 -3.5217
H 4.4662 1.3280 -5.0027
H 3.3641 4.2201 -3.0008
H 3.7100 -0.6062 -3.8357
H 4.1000 -3.5885 0.0904
H 5.8622 -2.9262 -1.8157
H 5.0725 -2.4480 -3.3242
H 5.7340 -1.2207 -2.2510
H -0.1727 -3.6591 -0.2847
H -0.6914 -3.4035 1.3936
H -0.5489 -2.0370 0.3096
H 1.8273 -4.9544 0.6573
H 2.8579 -4.1975 1.8848
H 1.1903 -4.6082 2.2712
H 1.1025 -0.8954 1.9887
H 0.8604 -2.2849 3.0553
H 2.4971 -1.8183 2.5681
H -0.2961 -2.8352 -5.8218
H 2.3210 -3.5038 -5.9155
H 3.3293 -2.0607 -5.7555
H 3.1520 -3.1727 -4.3958
H -2.0056 1.2157 -3.8675
H -3.5546 0.4227 -3.5371
H -2.1720 0.1211 -2.4876
H -1.8471 0.3141 -6.2151
H -2.2517 -1.3758 -6.5365
H -3.4991 -0.2713 -5.9430
H -2.8853 -2.2302 -2.9041
H -3.9022 -2.0809 -4.3401
H -2.4239 -3.0455 -4.3998
H -0.9565 2.6963 -2.3368
H -1.3118 4.4261 -2.2242
H -0.3236 3.8022 -3.5585
H -0.1417 2.8306 0.0716
H 1.2116 3.8643 0.4938
H -0.3664 4.5690 0.0938
H 1.4332 5.5383 -2.9169
H 0.4599 6.0561 -1.5401
H 2.1269 5.5365 -1.2834
Br -3.3006 2.3648 -0.2818
C -4.5284 0.9721 0.2171
Br -3.8519 -0.7924 -0.1555
H -5.4408 1.1024 -0.3467
H -4.6852 1.0366 1.2860
C -2.2900 3.1108 4.6667
Si -0.7142 2.1972 5.1161
C 0.7502 2.9764 4.2669
C -0.4890 2.2421 6.9798
C -0.8481 0.3799 4.6202
Te -1.8623 0.0216 2.7745
C -2.5266 -1.9485 3.3102
Si -4.1382 -1.9932 4.2825
C -5.5447 -1.3519 3.2231
C -4.0432 -0.9463 5.8370
C -4.4811 -3.7759 4.7641
H -2.2833 4.1080 5.1151
H -3.1819 2.5865 5.0199
H -2.3893 3.2298 3.5847
H 0.7391 4.0618 4.4040
H 0.7789 2.7818 3.1926
H 1.6916 2.6051 4.6790
H -0.3579 3.2676 7.3344
H 0.3928 1.6716 7.2818
H -1.3549 1.8181 7.4949
H -1.4154 -0.1546 5.3829
H 0.1420 -0.0759 4.5514
H -1.7031 -2.4143 3.8582
H -2.6339 -2.4970 2.3712
H -5.4807 -0.2680 3.1003
H -6.5008 -1.5761 3.7042
H -5.5512 -1.8060 2.2307
H -3.7530 0.0807 5.6035
H -3.3394 -1.3510 6.5681
H -5.0266 -0.9069 6.3135
H -4.5792 -4.4110 3.8799
H -5.4092 -3.8588 5.3355
H -3.6747 -4.1839 5.3782
C 3.8726 0.8405 0.4904
C 2.6493 1.4859 1.1001
O 2.7699 2.3613 1.9390
O 1.4755 1.0003 0.7596
H 4.7384 1.4721 0.6740
H 3.7565 0.6573 -0.5745
H 4.0327 -0.1264 0.9764
```

Values from the calculation:
**Frontier orbital gap**: 7.81 eV
**LUMO level**: 0.4 eV

Mulliken population analysis, charges in e, atoms 1 to 4: 0.989, -1.426, 0.395, -0.835